# 1
The following is a quantum chemistry calculation of a structure of composition C8H12BO5SSn in a non-equilibrium geometry, from the OMol25 dataset.

HOMO-LUMO gap: 0.153 Eh
calculated total energy: -1325.44606 Eh
relative energy (zero: lowest compared OMol25 entry of this formula, charge and spin): 13.4 kcal/mol
lowest unoccupied orbital energy: 0.0183 hartree
highest occupied orbital energy: -3.671 eV

Geometry as ORCA input:
```
! RIJCOSX wB97M-V def2-TZVPD def2/J DEFGRID3
* xyz -1 1
Sn 0.76 1.13 1.02
B -1.36 3.31 0.38
H -0.85 2.70 -0.55
H -2.49 3.02 0.24
H -0.87 2.99 1.43
H -1.04 4.42 0.11
C -3.18 -1.11 2.26
C -3.29 -2.53 2.17
C -2.03 -3.37 2.18
O -2.05 -4.55 1.83
C -0.78 -2.79 2.45
C -0.66 -1.43 2.74
C -1.92 -0.56 2.47
O -1.74 0.70 2.53
O 0.41 -0.82 3.03
O -4.41 -3.02 1.96
H -4.10 -0.56 2.20
H 0.15 -3.34 2.44
C 3.51 1.86 -3.34
S 3.49 0.40 -2.25
O 2.61 0.77 -1.09
C 2.53 -0.74 -3.25
H 4.16 2.60 -2.88
H 2.51 2.29 -3.37
H 3.72 1.53 -4.35
H 2.64 -1.75 -2.88
H 2.78 -0.72 -4.31
H 1.48 -0.43 -3.19
*
```

natural (NBO) charges, unit e, in atom order: Sn 1.504; B -0.690; H -0.055; H 0.014; H -0.065; H -0.019; C -0.492; C 0.422; C 0.415; O -0.602; C -0.498; C 0.381; C 0.357; O -0.722; O -0.779; O -0.606; H 0.216; H 0.201; C -0.820; S 1.254; O -1.032; C -0.841; H 0.244; H 0.247; H 0.230; H 0.252; H 0.235; H 0.252

=====

# 2
The following is a quantum chemistry calculation of a cluster of 2 separate species, C8H12 in total in a non-equilibrium geometry, from the OMol25 dataset.

HOMO-LUMO gap (spin up / spin down): 0.285 / 0.283 Eh
calculated total energy: -311.76329 Eh
relative energy (zero: lowest compared OMol25 entry of this formula, charge and spin): 140.0 kcal/mol
lowest unoccupied orbital energy (spin up / spin down): 0.0308 / 0.0311 hartree
highest occupied orbital energy (spin up / spin down): -6.928 / -6.858 eV

Geometry as ORCA input:
```
! RIJCOSX wB97M-V def2-TZVPD def2/J DEFGRID3
* xyz 0 1
C 1.67 -0.50 1.27
C 1.88 -0.39 -0.03
C -1.93 -1.52 1.03
C -1.64 -0.44 0.32
C 0.74 0.42 0.57
C 2.59 -0.98 -1.10
C -2.44 0.37 -0.67
C 0.58 1.97 0.56
H 2.12 -0.50 2.19
H -2.96 -1.82 1.17
H -1.22 -2.02 1.60
H 2.24 -0.53 -2.05
H 2.39 -2.05 -1.24
H 3.66 -0.79 -1.09
H -2.50 1.40 -0.39
H -1.79 0.25 -1.59
H -3.36 -0.10 -0.84
H 1.49 2.40 0.28
H 0.27 2.37 1.61
H -0.22 2.24 -0.13
*
```

natural (NBO) charges, unit e, in atom order: C -0.214; C 0.058; C -0.545; C 0.052; C 0.071; C -0.679; C -0.700; C -0.655; H 0.215; H 0.183; H 0.198; H 0.227; H 0.254; H 0.241; H 0.217; H 0.224; H 0.207; H 0.205; H 0.215; H 0.224

=====

# 3
The following is a quantum chemistry calculation of a cluster of 2 separate species, C2H7NO2 in total in a non-equilibrium geometry, from the OMol25 dataset.

HOMO-LUMO gap: 0.394 Eh
calculated total energy: -285.63128 Eh
relative energy (zero: lowest compared OMol25 entry of this formula, charge and spin): 25.4 kcal/mol
SMILES: CNC=O.O
lowest unoccupied orbital energy: 0.0317 hartree
highest occupied orbital energy: -9.854 eV

Geometry as ORCA input:
```
! RIJCOSX wB97M-V def2-TZVPD def2/J DEFGRID3
* xyz 0 1
C -0.51 0.46 -0.04
N 0.20 1.25 -0.88
C 1.65 1.16 -1.06
O -1.72 0.48 0.05
H -0.01 -0.27 0.62
H -0.35 1.79 -1.54
H 2.08 0.88 -0.10
H 1.99 2.18 -1.20
H 1.89 0.41 -1.80
H -1.17 -2.64 2.46
H -2.40 -2.56 1.66
O -1.65 -3.14 1.80
*
```

natural (NBO) charges, unit e, in atom order: C 0.513; N -0.618; C -0.416; O -0.623; H 0.120; H 0.404; H 0.206; H 0.213; H 0.201; H 0.461; H 0.471; O -0.931

=====

# 4
The following is a quantum chemistry calculation of the molecule C2H3OPS in a non-equilibrium geometry, from the OMol25 dataset.

HOMO-LUMO gap (spin up / spin down): 0.262 / 0.258 Eh
calculated total energy: -892.69283 Eh
relative energy (zero: lowest compared OMol25 entry of this formula, charge and spin): 44.4 kcal/mol
lowest unoccupied orbital energy (spin up / spin down): -0.0492 / -0.0513 hartree
highest occupied orbital energy (spin up / spin down): -8.479 / -8.422 eV

Geometry as ORCA input:
```
! RIJCOSX wB97M-V def2-TZVPD def2/J DEFGRID3
* xyz 0 1
C 0.52 -0.39 0.13
C -0.25 0.83 -0.09
O 0.15 -1.54 -0.06
P -2.91 -0.73 -0.01
S -1.92 1.06 0.02
H 1.56 -0.29 0.42
H 0.46 1.59 -0.17
H -1.87 -1.60 0.35
*
```

natural (NBO) charges, unit e, in atom order: C 0.334; C -0.545; O -0.547; P 0.134; S 0.257; H 0.127; H 0.226; H 0.015